A structure of composition C22H42F3N4O2S3Si2 in a non-equilibrium geometry. Source: the Open Molecules 2025 dataset; level of theory: wB97M-V/def2-TZVPD.

Energy ... -3305.640845 Ha
Frontier orbital gap ... 7.00 eV
LUMO ... -3.109 eV
2S+1 ... 1
Total charge ... +1

Atoms and positions in Å:
C -3.402 0.610 4.303
C -3.796 -0.510 3.756
C -4.188 -2.021 3.316
C -5.618 -2.033 2.550
C -5.674 -1.010 1.283
Si -4.527 -1.603 -0.175
C -5.010 -0.501 -1.682
N -6.447 -0.658 -2.112
O -2.839 -1.447 0.285
Si -1.820 -2.175 -0.942
C -0.418 -1.036 -1.573
C 0.674 -0.613 -0.453
C 1.508 0.741 -0.853
S 2.716 1.288 0.452
C 3.692 -0.129 1.125
S 4.371 0.084 2.660
N 3.903 -1.427 0.455
C 3.786 -2.747 1.114
C 4.021 -3.947 0.143
N 4.298 -3.234 -1.117
C 4.224 -1.785 -0.935
C -1.265 -3.910 -0.355
S 0.422 -3.979 0.422
C 0.251 -5.196 1.825
C 0.078 -6.676 1.185
C -5.058 -3.434 -0.528
F -6.516 -3.457 -0.385
F -4.584 -4.362 0.496
F -4.795 -3.889 -1.861
H -3.313 1.672 4.744
H -3.336 -2.477 2.685
H -4.325 -2.711 4.245
H -6.396 -1.646 3.324
H -5.930 -3.107 2.296
H -6.790 -1.004 0.946
H -5.327 0.050 1.552
H -4.893 0.609 -1.348
H -4.337 -0.651 -2.601
H -6.544 -1.333 -2.884
H -7.065 -0.911 -1.327
H -2.715 -2.403 -2.104
H 0.169 -1.554 -2.424
H -0.868 -0.053 -1.984
H 0.227 -0.441 0.602
H 1.474 -1.456 -0.455
H 2.139 0.492 -1.802
H 0.794 1.597 -1.190
H 3.554 -2.958 2.220
H 4.029 -5.077 0.338
H 4.390 -0.980 -1.727
H -2.021 -4.231 0.476
H -1.429 -4.637 -1.234
H 1.168 -5.139 2.535
H -0.719 -4.965 2.401
H -0.588 -7.331 1.858
H 1.119 -7.147 1.074
H -0.458 -6.569 0.164
C 2.506 4.997 -1.032
N 3.831 5.585 -0.569
C 4.509 4.563 0.325
C 3.570 6.839 0.231
C 4.767 5.861 -1.763
C 4.253 6.907 -2.758
O 3.018 6.499 -3.330
H 1.997 4.578 -0.160
H 1.884 5.788 -1.447
H 2.708 4.213 -1.763
H 3.860 4.364 1.180
H 5.462 4.977 0.663
H 4.669 3.651 -0.252
H 3.024 7.551 -0.388
H 4.530 7.257 0.542
H 2.968 6.573 1.102
H 4.908 4.901 -2.267
H 5.723 6.189 -1.345
H 4.983 7.019 -3.565
H 4.124 7.882 -2.282
H 2.706 7.221 -3.902